i | {
  "formula": "C3H7N5",
  "method": "ωB97M-V/def2-TZVPD",
  "e_homo_ev": -9.527,
  "smiles": "CNn1ncnc1N",
  "lumo_ev": 0.73,
  "symbols": ["C", "N", "N", "N", "C", "N", "C", "N", "H", "H", "H", "H", "H", "H", "H"],
  "coordinates": [[0.46625, 2.39672, 0.26796], [0.43008, 1.30785, -0.80701], [-0.00715, 0.17135, -0.37292], [-1.29431, 0.02535, -0.96897], [-1.63061, -1.08957, -0.38578], [-0.64547, -1.61908, 0.50831], [0.28517, -0.76871, 0.50403], [1.70965, -0.99099, 0.89427], [0.82978, 3.32771, -0.24033], [-0.55173, 2.33416, 0.67502], [1.10999, 2.08435, 1.03125], [1.44498, 1.07524, -1.14778], [-2.57168, -1.63327, -0.36576], [1.67085, -2.12285, 1.11497], [1.99336, -0.55730, 1.83957]],
  "lowdin_charge": [-0.0447, -0.0936, -0.2137, 0.1422, -0.1836, 0.0915, -0.4707, 0.0634, 0.0947, 0.0842, 0.0313, 0.1626, 0.0976, 0.1477, 0.0913]
}

ii | {
  "formula": "C3H7N5",
  "method": "ωB97M-V/def2-TZVPD",
  "e_homo_ev": -7.391,
  "lumo_ev": 0.09,
  "symbols": ["C", "C", "C", "H", "H", "H", "H", "H", "H", "H", "N", "N", "N", "N", "N"],
  "coordinates": [[0.86125, -0.40173, -0.04189], [0.23002, -1.57907, -0.02487], [-1.52666, -0.11040, -0.01730], [2.77966, -0.10835, -0.93468], [2.78047, -0.41758, 1.13268], [0.76015, -2.56575, -0.00603], [-1.87815, -2.11356, -0.41587], [-2.64900, 1.41216, -0.01866], [0.70967, 2.23037, -0.70565], [0.16158, 2.08744, 0.82940], [2.20461, 0.22450, 0.15190], [-1.17362, -1.43394, 0.00059], [-2.77734, 0.34782, 0.18850], [-0.28304, 0.52864, -0.01343], [-0.19960, 1.89944, -0.12470]],
  "lowdin_charge": [-0.3379, -0.1030, -0.4763, 0.1816, 0.1999, 0.1230, 0.1811, 0.0390, 0.1422, 0.0907, -0.0354, 0.0622, 0.0417, -0.1492, 0.0404]
}

Result of the stability comparison: i is the most stable of them.

i | {
  "formula": "C3H7N5",
  "method": "ωB97M-V/def2-TZVPD",
  "e_homo_ev": -8.047,
  "smiles": "[H]/N=c1/cc(N)[nH]n1N",
  "lumo_ev": 0.41,
  "symbols": ["H", "N", "C", "C", "C", "N", "N", "N", "N", "H", "H", "H", "H", "H", "H"],
  "coordinates": [[2.68904, -0.52782, -0.08008], [1.94908, -1.32260, -0.09435], [0.81680, -0.84533, -0.13283], [-0.51774, -1.27483, 0.24086], [-1.20484, -0.15991, 0.03569], [-2.67280, 0.03328, -0.09809], [-0.52486, 0.94311, -0.22461], [0.81133, 0.51451, -0.54677], [1.61804, 1.37352, 0.45472], [-0.74074, -2.35974, 0.82121], [-3.05996, 0.90330, 0.56103], [-3.05674, -0.74976, 0.38987], [-0.96949, 1.96986, -0.54873], [0.77482, 1.13805, 1.25192], [1.53227, 2.51385, 0.30615]],
  "lowdin_charge": [0.0804, 0.1125, -0.5342, -0.0013, -0.4644, 0.0715, -0.0428, -0.1140, -0.0031, 0.1836, 0.1557, 0.0426, 0.2408, 0.1487, 0.1240]
}

ii | {
  "formula": "C3H7N5",
  "method": "ωB97M-V/def2-TZVPD",
  "e_homo_ev": -8.513,
  "smiles": "[H]/N=c1/cnn(C)n1N",
  "lumo_ev": 0.46,
  "symbols": ["H", "N", "C", "C", "N", "N", "C", "N", "N", "H", "H", "H", "H", "H", "H"],
  "coordinates": [[-2.51180, -1.38976, -0.05447], [-2.66402, -0.37830, -0.21417], [-1.58227, 0.26356, -0.17341], [-1.17183, 1.61252, 0.04304], [0.06785, 1.67705, 0.19972], [0.65460, 0.45269, 0.34110], [2.05146, 0.13128, -0.34821], [-0.25950, -0.32635, -0.23171], [-0.04219, -1.51673, 0.27531], [-1.88702, 2.56227, 0.09236], [2.14222, -0.90566, -0.36493], [2.58713, 0.78616, 0.46280], [2.13569, 0.47430, -1.40349], [-0.25165, -1.35260, 1.41155], [0.73132, -2.09043, -0.03548]],
  "lowdin_charge": [0.0474, 0.1339, -0.3926, -0.1138, 0.0659, -0.1825, 0.0266, -0.2525, 0.0094, 0.1594, 0.0188, 0.1211, 0.0845, 0.1963, 0.0780]
}

Result of the stability comparison: ii is the most stable of them.

i | {
  "formula": "CH5PS",
  "method": "ωB97M-V/def2-TZVPD",
  "e_homo_ev": -8.688,
  "smiles": "[H][H].CP=S",
  "lumo_ev": -1.37,
  "symbols": ["H", "H", "C", "P", "S", "H", "H", "H"],
  "coordinates": [[-0.99224, -0.62739, 2.64402], [-0.87083, -1.06731, 3.00167], [-0.25530, 0.43590, -1.10801], [0.93325, -0.60117, 0.08027], [2.60984, 0.11797, -0.63010], [-0.09641, 0.23504, -2.19636], [-0.08845, 1.41764, -0.77348], [-1.23986, 0.08931, -1.01801]],
  "lowdin_charge": [-0.0153, 0.0057, -0.4147, 0.3745, 0.0555, 0.0387, -0.0184, -0.0260]
}

ii | {
  "formula": "CH5PS",
  "method": "ωB97M-V/def2-TZVPD",
  "e_homo_ev": [-8.810, -9.124],
  "lumo_ev": [-2.15, 0.04],
  "symbols": ["C", "P", "S", "H", "H", "H", "H", "H"],
  "coordinates": [[1.28949, 0.02957, -1.52350], [-1.02211, 0.10142, 1.03891], [-0.51720, -0.69981, 2.85589], [0.24535, 0.14826, -1.50270], [1.97263, 0.80729, -1.38400], [1.89895, -0.81847, -1.40346], [-2.16984, -0.88906, 0.75427], [-1.69727, 1.32080, 1.16460]],
  "lowdin_charge": [0.0685, 0.2809, 0.0225, -0.0787, -0.0371, -0.0265, -0.0756, -0.1540]
}

Result of the stability comparison: i is the most stable of them.

i | {
  "formula": "C4H4O",
  "method": "ωB97M-V/def2-TZVPD",
  "e_homo_ev": -9.978,
  "smiles": "C#CCC=O",
  "lumo_ev": 0.98,
  "symbols": ["C", "C", "C", "C", "O", "H", "H", "H", "H"],
  "coordinates": [[-1.61609, 0.63997, -1.18290], [-0.50717, 0.47281, -0.74572], [0.77440, 0.18403, -0.09654], [0.49260, -0.73587, 1.08603], [0.78363, -0.47069, 2.22040], [-2.59601, 0.80208, -1.57630], [1.45398, -0.31549, -0.80048], [1.26428, 1.08922, 0.27597], [-0.04962, -1.66606, 0.81953]],
  "lowdin_charge": [0.1185, -0.1531, -0.1673, -0.2690, 0.0662, 0.0292, 0.1242, 0.1229, 0.1283]
}

ii | {
  "formula": "C4H4O",
  "method": "ωB97M-V/def2-TZVPD",
  "e_homo_ev": -10.183,
  "smiles": "CC#CC=O",
  "lumo_ev": 0.22,
  "symbols": ["C", "C", "C", "C", "O", "H", "H", "H", "H"],
  "coordinates": [[-1.77316, 0.20549, -0.07671], [-0.34627, -0.00103, 0.00573], [0.85804, -0.01714, 0.00124], [2.26575, -0.21455, 0.08087], [3.15060, 0.47577, -0.38589], [-2.02555, 1.24978, 0.12484], [-2.30339, -0.42025, 0.63853], [-2.14793, -0.03149, -1.07524], [2.31788, -1.24722, 0.70440]],
  "lowdin_charge": [-0.0929, -0.0588, 0.0024, -0.3110, 0.0515, 0.0883, 0.0791, 0.0881, 0.1533]
}

Result of the stability comparison: i is the most stable of them.

i | {
  "formula": "C4H4O",
  "method": "ωB97M-V/def2-TZVPD",
  "e_homo_ev": -9.349,
  "lumo_ev": 0.69,
  "symbols": ["C", "C", "C", "C", "O", "H", "H", "H", "H"],
  "coordinates": [[2.03488, -0.15587, 0.60387], [-1.19309, 0.76716, 0.18625], [0.87768, -0.58742, -0.23369], [-0.54713, -0.38584, 0.09438], [1.73966, 0.55461, -0.40699], [1.08437, -1.38521, -0.94513], [-1.06809, -1.32303, 0.23661], [-0.69088, 1.71122, 0.03783], [-2.23740, 0.80439, 0.42687]],
  "lowdin_charge": [0.0788, 0.0239, -0.3173, -0.1509, 0.0244, 0.1251, 0.1018, 0.0615, 0.0526]
}

ii | {
  "formula": "C4H4O",
  "method": "ωB97M-V/def2-TZVPD",
  "e_homo_ev": -8.459,
  "smiles": "C=CC=C=O",
  "lumo_ev": 0.57,
  "symbols": ["C", "C", "C", "C", "O", "H", "H", "H", "H"],
  "coordinates": [[1.71030, 0.23067, -0.10285], [0.35974, 0.35188, 0.13207], [-0.74654, -0.57742, 0.14091], [-1.96786, -0.05826, 0.03113], [-3.10440, 0.25144, -0.03756], [2.44072, 0.87328, 0.03216], [2.13659, -0.74573, -0.47342], [-0.02024, 1.35278, 0.47274], [-0.80832, -1.67864, -0.19518]],
  "lowdin_charge": [0.0111, -0.2121, -0.1180, -0.1736, 0.1733, -0.0212, 0.0713, 0.1155, 0.1537]
}

Result of the stability comparison: ii is the most stable of them.